ORCA calculation (the ωB97M-V functional and the def2-TZVPD basis) on a molecular structure, C21H28N5OPtS4.

Summary:
Total charge: +1
Frontier orbital gap (spin up / spin down), eV: 5.8451 / 5.8433
E_tot, eV: -78312.2082
Relative energy (zero: lowest compared OMol25 entry of this formula, charge and spin), kcal/mol: 44.6
Molar mass, Da: 689.835

Geometry as XYZ:
```
60
C21H28N5OPtS4 | OMol25 | the ωB97M-V functional and the def2-TZVPD basis
Pt -0.19047 -0.12488 0.18279
N 1.82361 0.71044 2.91093
C 0.82761 -0.18048 3.12056
N 0.06062 -0.67653 2.17717
C -0.87745 -1.57550 2.67812
C -0.78968 -1.78710 4.00414
S 0.47121 -0.82328 4.67967
C -1.77947 -2.13890 1.68240
C -2.65616 -3.15190 1.78610
S -3.27575 -3.55871 0.22692
C -2.28268 -2.34143 -0.49222
N -1.61422 -1.63126 0.39450
N -2.18571 -2.18916 -1.81700
H 1.75564 1.27003 2.06645
H 2.18552 1.19772 3.71486
H -1.39712 -2.42242 4.62543
H -2.93977 -3.71139 2.66072
H -2.85084 -2.64814 -2.41586
H -1.77846 -1.33649 -2.17237
S 1.68934 1.04600 -0.55681
C 1.92169 -0.65516 -0.26358
N 2.71046 -1.13691 0.74242
C 3.48872 -2.32254 0.39061
C 2.59965 -3.09871 -0.56413
S 1.85463 -1.80654 -1.59664
H 3.15136 -0.43330 1.31703
H 3.71522 -2.90712 1.28148
H 4.42568 -2.03715 -0.09691
H 1.81591 -3.63860 -0.03320
H 3.15734 -3.78758 -1.19300
C -2.63867 2.78701 1.78296
C -1.52983 3.61505 1.13140
C -0.16329 3.27480 1.71628
C -1.50715 3.57729 -0.38941
C -1.49301 4.80318 -1.04560
C -1.46666 4.89246 -2.42450
C -1.49636 3.72649 -3.16537
C -1.53994 2.47385 -2.56297
C -1.69264 1.27734 -3.48006
C -3.05227 0.61212 -3.24412
C -0.50793 0.31653 -3.45714
C -1.50923 2.39046 -1.15534
O -1.60054 1.21095 -0.49259
H -2.63604 2.94909 2.86330
H -2.51488 1.72205 1.58632
H -3.61760 3.08248 1.40345
H -1.72759 4.65906 1.38844
H 0.11211 2.26728 1.41006
H -0.18024 3.33352 2.80766
H 0.60499 3.95684 1.34668
H -1.50475 5.70988 -0.45186
H -1.44979 5.85645 -2.91467
H -1.51094 3.78183 -4.24768
H -1.72078 1.67885 -4.49617
H -3.14596 0.24553 -2.22227
H -3.21810 -0.20800 -3.94976
H -3.84881 1.34062 -3.39536
H -0.32358 -0.10075 -2.46551
H 0.41036 0.83435 -3.73552
H -0.65183 -0.50347 -4.16720
```